Model a:
Here is a structure of composition C17H12ClN6O4Rh from the Open Molecules 2025 dataset. Energies are from the ωB97M-V functional and the def2-TZVPD basis.

CARTESIAN COORDINATES (ANGSTROEM)
Rh: 0.09863 0.09470 -1.17123
N: -2.45267 2.17892 -3.72297
C: -1.60989 1.93750 -4.75345
C: -0.48496 1.34629 -4.21452
N: -0.64745 1.23556 -2.88150
C: -1.86030 1.73756 -2.58836
C: -2.34230 1.69626 -1.24015
N: -1.57896 1.14694 -0.28125
C: -2.28968 1.17355 0.86522
C: -3.50855 1.75900 0.61529
N: -3.52080 2.08640 -0.70247
H: -3.35574 2.62075 -3.81918
H: -1.84951 2.17570 -5.76979
H: 0.39789 1.02637 -4.73207
H: -1.90249 0.79597 1.79093
H: -4.34035 1.92952 1.27080
H: -4.29210 2.54207 -1.17146
O: -0.86216 -5.24180 1.28190
C: -0.00128 -4.59510 1.99130
O: 0.43299 -4.95279 3.05904
C: 0.49078 -3.26873 1.47152
C: 1.38419 -2.43865 2.17301
Cl: 2.07206 -2.81319 3.66600
N: 1.55825 -1.30730 1.42565
N: 0.83071 -1.40254 0.30649
C: 0.18273 -2.55592 0.30516
C: -0.75643 -2.79925 -0.87793
O: -1.31859 -3.86975 -0.95765
O: -0.83467 -1.78498 -1.62088
C: 2.27621 -0.11072 1.62723
C: 3.09487 0.10963 2.73512
C: 3.72562 1.32868 2.90572
C: 3.58340 2.33282 1.96080
C: 2.79747 2.10887 0.83282
C: 2.14391 0.90806 0.67328
H: -1.13052 -4.87007 0.39055
H: 3.24358 -0.67372 3.46089
H: 4.33652 1.49609 3.78330
H: 4.07908 3.28269 2.09216
H: 2.70408 2.87797 0.08122
H: 1.50643 0.75663 -0.26054

The frontier orbital gap (spin up / spin down) is 4.65 / 4.67 eV. Its LUMO energy (spin up / spin down) is -0.384 / -0.384 Ha. The net charge is +2. The calculation puts the HOMO energy (spin up / spin down) at -15.1 / -15.1 eV. Its spin multiplicity is 1.

Model b:
Here is a structure of composition C17H12ClN6O4Rh from the Open Molecules 2025 dataset. Energies are from the ωB97M-V functional and the def2-TZVPD basis.

CARTESIAN COORDINATES (ANGSTROEM)
Rh: -0.60048 0.48515 -0.49753
N: -0.87048 4.59663 -1.00382
C: -1.30701 4.69989 0.29837
C: -1.24752 3.44506 0.81191
N: -0.76255 2.60169 -0.16028
C: -0.56273 3.31820 -1.25273
C: -0.05940 2.64260 -2.42858
N: 0.17717 1.34812 -2.34085
C: 0.62815 0.92541 -3.56814
C: 0.69004 1.99865 -4.39908
N: 0.25451 3.07251 -3.65826
H: -0.82529 5.36360 -1.65520
H: -1.61502 5.63194 0.74445
H: -1.49680 3.11275 1.80438
H: 0.89449 -0.09687 -3.77244
H: 1.00088 2.08009 -5.42832
H: 0.15952 4.01081 -4.01097
O: -3.96297 -4.10725 0.74255
C: -2.83279 -4.27425 1.28280
O: -2.56331 -5.30214 1.96921
C: -1.78118 -3.25968 1.12782
C: -0.49716 -3.33095 1.67204
Cl: 0.05335 -4.60950 2.61162
N: 0.16935 -2.21421 1.31426
N: -0.66467 -1.45154 0.55482
C: -1.82676 -2.05144 0.44295
C: -2.89122 -1.33549 -0.35129
O: -3.99314 -1.85076 -0.48970
O: -2.50500 -0.21401 -0.83022
C: 1.50986 -1.71944 1.58421
C: 2.43967 -2.41277 2.34682
C: 3.69971 -1.86959 2.56110
C: 4.04569 -0.64245 2.02479
C: 3.11844 0.05286 1.26313
C: 1.86581 -0.48689 1.05112
H: -4.01861 -3.21562 0.21815
H: 2.20021 -3.36658 2.77553
H: 4.41481 -2.42011 3.15652
H: 5.03008 -0.22615 2.19611
H: 3.37456 1.01371 0.83633
H: 1.15779 0.05801 0.45641

The frontier orbital gap is 4.59 eV. Its LUMO energy is -0.371 Ha. The net charge is +2. The calculation puts the HOMO energy at -14.7 eV. Its spin multiplicity is 1.

What should be chosen as the most stable of them? Choose model b.